No. 1
Molecular formula: C15H13N3O3S
Method: DFT, ωB97M-V/def2-TZVPD

Structure (XYZ):
```
35
Properties=species:S:1:pos:R:3:nbo_charge:R:1
C 3.761 -4.356 0.038 -0.631
C 2.415 -3.797 -0.307 0.024
C 1.801 -4.131 -1.508 -0.241
C 0.550 -3.628 -1.817 -0.188
C -0.103 -2.790 -0.934 -0.272
C 0.502 -2.451 0.273 0.241
N -0.206 -1.602 1.136 -0.628
C 0.155 -1.130 2.346 0.674
O 1.181 -1.373 2.938 -0.596
C -0.883 -0.229 3.027 -0.617
S -2.303 0.317 2.031 0.282
C -1.569 1.660 1.237 0.274
N -0.357 2.102 1.379 -0.319
N -0.246 3.178 0.585 -0.267
C -1.392 3.346 -0.007 0.416
C -1.728 4.378 -0.934 0.172
C -0.957 5.412 -1.411 -0.230
C -1.787 6.134 -2.289 -0.316
C -2.992 5.493 -2.283 0.112
O -2.967 4.432 -1.470 -0.372
O -2.292 2.396 0.368 -0.399
C 1.760 -2.955 0.580 -0.282
H 4.229 -3.778 0.831 0.220
H 3.659 -5.386 0.381 0.221
H 4.413 -4.358 -0.833 0.217
H 2.305 -4.786 -2.203 0.208
H 0.078 -3.890 -2.753 0.213
H -1.081 -2.398 -1.176 0.203
H -1.113 -1.312 0.787 0.404
H -1.305 -0.775 3.872 0.257
H -0.373 0.660 3.398 0.280
H 0.062 5.605 -1.150 0.244
H -1.528 7.009 -2.849 0.235
H -3.911 5.691 -2.799 0.208
H 2.224 -2.686 1.515 0.252
```

Summary:
Structure (SMILES)   Cc1cccc(NC(=O)CSc2nnc(-c3ccco3)o2)c1
Relative energy (zero: lowest compared OMol25 entry of this formula, charge and spin)   12.2 kcal per mole
HOMO   -8.41 eV


No. 2
Molecular formula: C15H13NO5S2
Method: DFT, ωB97M-V/def2-TZVPD

Structure (XYZ):
```
36
Properties=species:S:1:pos:R:3:nbo_charge:R:1
C -5.149 -2.972 -0.686 -0.254
O -3.877 -2.825 -0.015 -0.496
C -3.344 -1.590 0.142 0.311
C -4.062 -0.417 -0.149 -0.315
C -3.392 0.829 0.010 -0.122
C -2.095 0.947 0.458 -0.223
C -1.435 2.286 0.652 0.789
O -2.190 3.160 1.103 -0.549
O -0.088 2.509 0.396 -0.387
N 0.599 1.512 -0.351 -0.112
C 1.845 1.245 -0.020 0.246
C 2.558 2.072 1.021 -0.482
C 4.086 2.198 0.716 -0.636
S 4.909 0.585 0.592 2.137
O 4.984 0.004 1.936 -0.922
O 6.215 0.728 -0.048 -0.913
C 3.766 -0.287 -0.443 -0.468
S 4.254 -1.773 -1.274 0.489
C 2.648 -1.874 -1.990 -0.364
C 1.825 -0.845 -1.581 -0.222
C 2.469 0.072 -0.652 -0.122
C -1.439 -0.244 0.769 -0.147
C -2.033 -1.501 0.585 -0.234
H -5.365 -4.002 -0.884 0.204
H -5.976 -2.541 -0.047 0.181
H -5.118 -2.495 -1.650 0.183
H -5.112 -0.407 -0.425 0.228
H -4.002 1.729 -0.101 0.231
H 2.381 1.601 2.015 0.256
H 2.109 3.058 1.121 0.263
H 4.542 2.762 1.504 0.264
H 4.257 2.675 -0.236 0.242
H 2.385 -2.722 -2.627 0.252
H 0.753 -0.820 -1.862 0.258
H -0.424 -0.283 1.157 0.213
H -1.484 -2.377 0.862 0.221
```

Summary:
Structure (SMILES)   COc1ccc(C(=O)O/N=C2\CCS(=O)(=O)c3sccc32)cc1
Relative energy (zero: lowest compared OMol25 entry of this formula, charge and spin)   55.6 kcal per mole
HOMO   -8.96 eV


Computed LUMO level (eV) in order:
0.367; -0.650
Computed maximum force (eV/Å) in order:
1.90; 3.62
Computed gap between HOMO and LUMO (eV) in order:
8.78; 8.31